Entry 1:
C45H50KN2OPSi as an isolated structure, computed with wB97M-V/def2-TZVPD.

As for the frontier orbital gap: 0.1774 Ha. As for the net charge: -2. Its energy above the lowest of the compared OMol25 structures with the same formula, charge and spin is 36.0 kJ/mol.

XYZ file:
```
101
Properties=species:S:1:pos:R:3:forces:R:3
K 0.952 1.049 0.022 -0.47 -0.01 0.46
C 1.372 -1.773 3.343 -0.10 -0.08 0.03
C 0.319 -2.837 3.493 -0.06 0.12 -0.06
C 0.597 -4.002 4.204 0.00 -0.05 0.05
C -0.363 -4.987 4.380 0.02 -0.01 0.02
C -1.628 -4.814 3.840 -0.06 -0.06 0.02
C -1.916 -3.666 3.118 0.13 0.00 0.07
C -0.956 -2.670 2.927 0.15 0.00 0.30
P -1.326 -1.098 2.019 -0.38 -0.35 -0.06
C -2.552 -1.943 0.892 -0.11 0.04 -0.07
C -1.962 -2.989 0.173 -0.07 0.18 -0.10
C -2.714 -3.906 -0.536 0.09 -0.06 -0.07
C -4.095 -3.787 -0.541 -0.11 -0.04 -0.12
C -4.687 -2.715 0.102 -0.06 0.06 -0.07
C -3.943 -1.768 0.807 0.20 -0.06 0.06
C -4.658 -0.632 1.480 0.04 0.04 0.08
C -2.182 -0.155 3.300 0.42 0.31 -0.01
C -2.566 -0.682 4.535 -0.12 0.17 -0.08
C -2.970 0.117 5.590 -0.10 -0.18 0.17
C -2.900 1.516 5.438 -0.02 0.02 -0.08
C -2.519 2.079 4.257 0.04 0.05 0.07
C -2.207 1.292 3.087 -0.07 -0.27 -0.06
C -1.974 1.889 1.874 0.01 0.18 -0.13
H 2.270 -2.028 3.906 0.00 0.00 -0.02
H 0.996 -0.811 3.698 0.04 0.03 0.02
H 1.653 -1.631 2.297 0.05 0.03 0.03
H 1.583 -4.130 4.637 0.01 0.01 -0.03
H -0.127 -5.882 4.944 0.01 0.00 0.00
H -2.393 -5.569 3.984 0.00 0.00 -0.01
H -2.905 -3.540 2.697 0.00 -0.03 0.02
H -0.883 -3.101 0.222 -0.01 -0.03 -0.05
H -2.232 -4.717 -1.070 0.02 0.01 0.03
H -4.708 -4.516 -1.060 0.01 0.03 -0.02
H -5.766 -2.603 0.063 0.00 0.02 0.02
H -5.699 -0.586 1.153 0.02 -0.01 -0.03
H -4.174 0.322 1.260 0.00 0.05 0.03
H -4.632 -0.744 2.565 -0.04 0.03 0.00
H -2.553 -1.752 4.692 0.06 -0.10 -0.06
H -3.278 -0.325 6.530 0.04 0.00 -0.01
H -3.141 2.154 6.284 0.01 0.03 -0.02
H -2.426 3.158 4.170 -0.08 0.00 -0.01
H -2.005 2.968 1.771 0.06 -0.01 0.02
H -1.765 1.322 0.977 -0.10 -0.08 -0.10
C 2.260 3.880 0.915 0.12 0.06 -0.16
Si 2.351 4.150 -0.957 0.29 0.38 0.44
C 2.058 6.030 -1.179 -0.13 -0.24 -0.15
C 4.152 3.830 -1.485 -0.21 -0.07 -0.04
N 1.210 3.122 -1.639 0.12 0.13 -0.06
C 0.847 3.008 -2.920 0.06 0.05 0.19
C 1.370 3.752 -4.009 0.01 -0.01 0.00
C 0.927 3.592 -5.311 -0.02 -0.01 -0.07
C -0.069 2.677 -5.609 0.03 0.04 -0.05
C -0.615 1.921 -4.569 -0.07 -0.07 0.01
C -0.169 2.075 -3.273 -0.01 0.11 -0.35
O -0.697 1.334 -2.205 0.09 -0.07 -0.13
C -1.881 0.712 -2.499 -0.38 -0.15 -0.08
C -1.892 -0.536 -3.108 0.18 -0.05 0.11
C -3.095 -1.096 -3.501 -0.07 -0.08 0.07
C -4.288 -0.428 -3.267 -0.08 -0.14 0.02
C -4.276 0.794 -2.614 -0.04 0.00 0.01
C -3.073 1.369 -2.236 0.09 0.15 0.09
H 2.763 4.690 1.452 0.02 -0.02 0.01
H 2.744 2.943 1.203 0.03 -0.06 0.04
H 1.220 3.852 1.253 -0.01 0.02 -0.01
H 2.867 6.626 -0.748 0.04 -0.06 0.03
H 1.127 6.312 -0.678 0.00 0.01 -0.01
H 1.959 6.305 -2.233 0.01 0.03 0.01
H 4.854 4.544 -1.046 -0.03 0.02 0.03
H 4.253 3.876 -2.573 0.02 0.01 0.00
H 4.445 2.825 -1.167 0.00 0.00 0.00
H 2.144 4.478 -3.787 0.01 0.00 -0.03
H 1.361 4.195 -6.103 0.02 0.00 0.02
H -0.427 2.543 -6.623 -0.01 0.00 0.01
H -1.404 1.213 -4.787 0.04 0.05 -0.05
H -0.952 -1.039 -3.299 0.00 0.04 0.01
H -3.100 -2.063 -3.987 -0.01 -0.03 0.00
H -5.226 -0.873 -3.578 -0.02 0.00 0.02
H -5.207 1.307 -2.402 0.02 0.01 0.00
H -3.040 2.338 -1.753 0.03 -0.03 0.02
C 2.116 -2.304 -1.762 0.12 0.08 0.00
N 3.101 -1.545 -2.510 0.01 -0.05 0.00
C 2.596 -1.202 -3.823 0.02 0.00 0.01
C 3.499 -0.329 -1.789 0.07 -0.19 -0.03
C 4.096 -0.596 -0.421 -0.11 0.15 0.02
C 5.303 -1.297 -0.386 0.05 -0.06 0.01
C 5.931 -1.551 0.823 0.02 -0.03 -0.05
C 5.343 -1.072 1.989 0.01 0.00 0.07
C 4.137 -0.383 1.922 -0.06 0.07 0.00
C 3.430 -0.117 0.729 0.29 -0.10 -0.03
H 1.894 -3.235 -2.290 -0.05 0.02 0.00
H 1.170 -1.745 -1.620 -0.02 -0.03 -0.02
H 2.518 -2.540 -0.778 -0.06 -0.01 0.03
H 2.310 -2.111 -4.359 -0.02 0.01 -0.01
H 3.377 -0.697 -4.395 -0.03 0.02 -0.01
H 1.721 -0.528 -3.783 0.00 -0.01 0.00
H 2.634 0.347 -1.690 0.16 0.03 -0.10
H 4.238 0.183 -2.417 -0.09 0.05 -0.05
H 5.746 -1.657 -1.313 -0.01 0.01 0.00
H 6.862 -2.109 0.860 0.01 0.03 -0.01
H 5.829 -1.243 2.947 -0.02 0.00 0.00
H 3.715 -0.032 2.865 0.04 -0.04 0.01
```
Forces are in eV/Å.

---

Entry 2:
C20H39FeI2O3PS2Ti as an isolated structure at a distorted geometry, computed with wB97M-V/def2-TZVPD.

As for the frontier orbital gap (spin up / spin down): 0.2363 / 0.1804 Ha. The expectation value of S² is 12.0894. As for the net charge: +4. The multiplicity is 7.

XYZ file:
```
69
Properties=species:S:1:pos:R:3:forces:R:3
I -1.455 1.398 -4.203 -1.55 -0.75 -0.43
I -3.706 -0.060 -4.263 1.22 0.95 -0.33
Fe -3.242 -1.354 -0.065 1.82 1.76 -1.56
Ti -0.626 0.358 0.012 -1.38 -2.67 -2.45
S -2.858 0.939 -0.624 -0.38 -0.49 0.99
S -1.331 -1.353 -1.504 -0.45 -1.27 0.40
C -0.273 1.811 1.131 0.91 6.28 4.67
C -3.737 2.235 0.420 -0.53 0.47 0.01
C -0.301 -2.926 -1.561 -0.08 -0.12 -0.23
C -5.201 2.196 -0.034 0.15 0.05 0.02
C -3.608 1.972 1.918 0.09 -0.08 -0.26
C -3.099 3.573 0.026 0.01 -0.19 -0.08
C -1.128 -3.923 -2.382 0.22 -0.08 -0.02
C 0.018 -3.473 -0.172 -0.17 -0.07 -0.38
C 0.975 -2.547 -2.323 -0.54 -0.50 -0.15
C -4.759 -1.126 1.000 -5.17 0.50 3.43
C -3.379 -3.196 0.208 -0.84 -5.97 0.93
O -0.003 2.698 1.823 -0.92 -2.09 -1.89
O -5.707 -1.036 1.658 4.05 -0.42 -2.79
O -3.512 -4.331 0.398 0.56 4.76 -0.77
H -5.674 1.242 0.203 -0.05 0.12 0.01
H -5.282 2.367 -1.112 -0.05 0.05 0.14
H -5.752 2.989 0.485 0.06 -0.17 -0.11
H -4.045 1.012 2.198 -0.05 0.11 0.10
H -4.141 2.762 2.461 0.10 -0.19 -0.09
H -2.566 1.981 2.241 -0.08 0.08 0.08
H -2.045 3.619 0.309 -0.07 0.08 0.03
H -3.627 4.381 0.546 0.10 -0.15 -0.11
H -3.180 3.744 -1.051 -0.04 0.08 0.11
H -0.542 -4.839 -2.519 -0.17 0.11 -0.01
H -1.367 -3.515 -3.369 0.06 -0.11 0.09
H -2.060 -4.188 -1.879 0.12 -0.04 -0.06
H 0.617 -4.386 -0.282 -0.12 0.15 0.09
H -0.889 -3.726 0.379 0.15 -0.07 0.03
H 0.592 -2.759 0.421 0.13 0.08 0.13
H 1.586 -3.447 -2.459 -0.03 0.18 0.02
H 1.570 -1.812 -1.777 0.13 0.06 0.06
H 0.736 -2.139 -3.310 0.14 -0.06 0.08
C 1.880 -0.563 3.293 0.54 -0.99 0.91
C 1.900 0.310 1.990 -0.49 0.75 3.22
C 2.586 1.684 2.389 0.67 0.34 -0.18
P 1.750 -0.334 0.055 3.81 2.00 1.77
C 1.556 1.240 -1.112 0.29 0.61 -0.60
C 2.209 2.636 -0.855 -0.10 0.92 0.30
C 1.763 0.892 -2.579 -0.02 -0.56 -0.82
C 3.523 -0.897 0.089 0.88 -0.57 -1.29
C 4.558 0.246 0.114 0.19 0.75 -0.57
C 3.819 -1.878 1.210 -0.38 -0.43 0.39
H 2.836 -0.899 3.713 -0.12 -0.23 -0.53
H 1.138 -1.391 3.255 0.71 0.30 -0.13
H 1.525 0.083 4.151 0.03 -0.20 -1.17
H 0.879 0.400 2.207 -1.95 1.04 -0.83
H 3.653 1.648 2.667 -0.42 -0.47 -0.34
H 2.459 2.520 1.714 0.17 -0.28 -0.43
H 2.120 2.087 3.320 -0.23 -0.89 -0.45
H 0.500 1.540 -1.147 -0.81 0.03 0.32
H 3.308 2.676 -0.834 -0.50 -0.26 0.22
H 1.913 3.334 -1.673 0.14 -0.92 0.01
H 1.764 3.186 -0.016 0.49 -0.53 0.15
H 1.064 0.093 -2.874 0.60 0.01 -0.03
H 1.486 1.767 -3.216 0.49 -0.44 0.61
H 2.812 0.622 -2.789 -0.47 0.04 -0.11
H 3.672 -1.421 -0.874 -0.07 0.13 0.08
H 4.524 0.837 1.027 -0.22 -0.09 -0.08
H 5.590 -0.150 0.076 -0.62 -0.24 -0.15
H 4.438 0.919 -0.747 0.20 -0.22 0.28
H 3.002 -2.621 1.316 0.67 0.20 0.23
H 4.786 -2.384 1.047 -0.54 0.06 -0.38
H 3.984 -1.325 2.137 -0.26 -0.23 -0.07
```
Forces are in eV/Å.

---

Entry 3:
An isolated ion of composition C6H9N2O3 and charge -1 at a distorted geometry, computed with wB97M-V/def2-TZVPD.

The SMILES is CC(C)(C)[N-]OC(=O)N=C=O. As for the frontier orbital gap: 0.2129 Ha. As for the net charge: -1. Its energy above the lowest of the compared OMol25 structures with the same formula, charge and spin is 287.4 kJ/mol.

XYZ file:
```
20
Properties=species:S:1:pos:R:3:forces:R:3
C 0.018 -0.096 1.398 -2.03 1.24 0.49
C 0.307 0.028 -0.121 0.96 0.52 0.14
C -0.251 1.258 -0.755 -3.91 -0.69 3.24
C -0.405 -1.149 -0.739 1.05 1.04 -1.07
N 1.680 -0.040 -0.507 1.15 -2.84 -0.71
O 2.395 1.120 -0.055 3.16 0.98 0.39
C 3.754 1.112 -0.085 -0.99 1.42 0.89
O 4.438 2.115 0.222 -1.55 -2.39 -0.84
N 4.406 -0.126 -0.481 -0.92 1.47 -0.12
C 5.198 -0.921 -0.084 -1.23 -0.04 0.36
O 5.828 -1.837 0.277 0.90 -0.26 -0.01
H -1.091 -0.353 1.584 1.44 0.05 -0.29
H 0.644 -0.906 1.749 0.16 0.04 0.52
H 0.084 0.873 1.980 0.73 -1.05 -0.59
H -1.381 1.128 -0.720 0.87 0.71 -0.24
H 0.082 1.303 -1.704 1.05 0.38 -3.19
H 0.020 2.080 -0.152 0.30 1.37 0.34
H 0.138 -2.024 -0.712 1.31 -2.21 1.14
H -1.314 -1.188 -0.247 -2.00 -0.64 0.57
H -0.518 -1.113 -1.799 -0.44 0.92 -1.01
```
Forces are in eV/Å.

---

Number 1: M 733.1 g/mol, E_tot -3160.3078 Eh. Number 2: M 780.2 g/mol, E_tot -4855.7009 Eh. Number 3: M 157.1 g/mol, E_tot -569.1943 Eh.